1.
# C19H34N3O5P2Zr

C19H34N3O5P2Zr as an isolated structure (wB97M-V/def2-TZVPD, the Open Molecules 2025 dataset).

The geometry in ORCA input format:
```
! wB97M-V def2-TZVPD RIJCOSX def2/J DEFGRID3
* xyz 3 1
Zr 0.38 -1.52 -0.29
P -2.43 -0.77 -0.85
C -2.11 0.00 -2.51
C -0.64 0.21 -2.98
N 0.49 -0.15 -2.26
C 1.70 0.32 -2.70
C 1.81 1.15 -3.81
C 0.68 1.47 -4.56
C -0.54 0.96 -4.15
C 3.01 0.02 -1.98
P 2.91 -1.56 -1.02
H -1.47 1.22 -4.66
H 2.78 1.56 -4.05
H 0.75 2.13 -5.42
H 3.85 -0.05 -2.70
H 3.26 0.86 -1.30
H -2.77 -0.45 -3.28
H -2.51 1.05 -2.42
H -0.78 -3.62 -4.98
O -1.30 -4.44 -5.09
H -2.13 -4.22 -4.62
H -1.55 -1.64 -0.07
O 0.11 -3.43 -0.29
H 0.28 -4.20 -0.86
C 3.44 -2.80 -2.23
H 4.08 -2.32 -2.98
H 3.94 -3.63 -1.72
H 2.58 -3.17 -2.81
C 4.28 -1.46 0.16
H 4.11 -2.21 0.95
H 5.22 -1.68 -0.37
H 4.33 -0.47 0.65
C -3.22 0.65 -0.08
H -3.83 1.08 -0.91
H -3.86 0.32 0.75
H -2.45 1.38 0.27
C -3.69 -2.03 -1.09
H -4.18 -2.12 -0.12
H -4.38 -1.69 -1.88
H -3.25 -3.00 -1.34
C -2.48 0.92 3.87
C -1.51 2.07 3.94
C -0.08 1.72 3.36
C 0.90 2.92 3.51
C 0.35 4.24 3.03
C 0.50 0.57 4.21
O 0.74 0.64 5.41
N 0.78 -0.64 3.58
C 0.59 -0.87 2.26
O 0.84 -2.01 1.73
N 0.15 0.09 1.44
C -0.22 1.34 1.87
O -0.69 2.13 1.04
H -2.64 0.59 2.84
H -3.45 1.24 4.27
H -2.16 0.07 4.49
H -1.89 2.93 3.38
H -1.36 2.40 4.98
H 1.17 3.00 4.57
H 1.82 2.65 2.97
H -0.36 4.65 3.75
H 1.15 4.96 2.90
H -0.16 4.10 2.08
H 1.14 -1.42 4.13
*
```

Properties
* E_LUMO: -11.60 eV
* gap between HOMO and LUMO: 6.5 eV
* ΔE to the lowest compared entry with this formula, charge and spin: 1.858 eV
* HOMO energy: -18.07 eV

2.
# C20H22BCrF4I2N2O3S

C20H22BCrF4I2N2O3S as an isolated structure (wB97M-V/def2-TZVPD, the Open Molecules 2025 dataset).

The geometry in ORCA input format:
```
! wB97M-V def2-TZVPD RIJCOSX def2/J DEFGRID3
* xyz -1 5
Cr -0.07 -0.35 0.21
C 3.30 0.60 2.60
C 1.93 0.77 2.00
O 1.69 0.05 0.97
C 1.06 1.68 2.56
C -0.29 1.86 2.14
C -1.08 3.00 2.69
N -0.88 1.05 1.30
N -2.22 1.30 1.02
C -2.66 0.43 0.17
O -1.92 -0.53 -0.31
C -4.06 0.55 -0.29
C -4.92 1.50 0.25
C -6.23 1.60 -0.19
C -6.70 0.74 -1.17
C -5.85 -0.22 -1.72
C -4.53 -0.31 -1.28
H 3.92 0.00 1.93
H 3.21 0.08 3.55
H 3.78 1.57 2.78
H 1.42 2.31 3.36
H -0.47 3.60 3.35
H -1.96 2.64 3.21
H -1.44 3.61 1.86
H -4.53 2.17 1.01
H -6.89 2.35 0.23
H -7.72 0.82 -1.52
H -6.20 -0.88 -2.49
H -3.85 -1.03 -1.71
I -0.22 -2.25 2.08
C -1.72 -3.68 -1.02
I -0.11 -2.70 -1.81
H -2.57 -3.05 -0.77
H -1.52 -4.58 -0.47
F -0.30 2.31 -3.54
B -1.03 2.31 -2.33
F -2.30 1.78 -2.54
F -1.07 3.59 -1.78
F -0.32 1.45 -1.37
C 3.58 0.00 -3.43
S 2.07 0.62 -2.66
O 1.75 -0.42 -1.63
C 2.82 1.98 -1.76
C 2.51 3.29 -2.10
C 3.04 4.33 -1.35
C 3.84 4.06 -0.25
C 4.12 2.74 0.10
C 3.61 1.70 -0.65
H 4.43 0.09 -2.75
H 3.76 0.55 -4.35
H 3.38 -1.05 -3.65
H 1.85 3.49 -2.93
H 2.79 5.35 -1.60
H 4.23 4.87 0.35
H 4.73 2.53 0.97
H 3.77 0.66 -0.36
*
```

Properties
* E_LUMO (alpha / beta): 2.18 / 2.17 eV
* gap between HOMO and LUMO (alpha / beta): 6.9 / 7.0 eV
* ΔE to the lowest compared entry with this formula, charge and spin: 0.000 eV
* HOMO energy (alpha / beta): -4.72 / -4.84 eV

3.
# C20H18BBrF9IrN7O2P

C20H18BBrF9IrN7O2P as an isolated structure (wB97M-V/def2-TZVPD, the Open Molecules 2025 dataset).

The geometry in ORCA input format:
```
! wB97M-V def2-TZVPD RIJCOSX def2/J DEFGRID3
* xyz 1 2
Ir -0.82 -0.46 -0.25
C 2.65 -0.94 3.68
N 1.46 -1.34 2.92
C 0.32 -1.89 3.45
C -0.55 -2.06 2.43
N 0.06 -1.63 1.28
C 1.27 -1.18 1.61
P 2.58 -0.73 0.42
C 1.84 -1.76 -0.86
N 0.55 -1.78 -1.18
C 0.35 -2.78 -2.10
C 1.56 -3.35 -2.34
N 2.48 -2.71 -1.56
C 3.92 -3.01 -1.51
C 1.96 0.82 -0.25
N 0.79 0.95 -0.82
C 0.74 2.18 -1.41
C 1.93 2.81 -1.17
N 2.70 1.94 -0.44
C 4.02 2.23 0.11
H 2.54 -1.28 4.70
H 2.74 0.15 3.68
H 3.54 -1.38 3.24
H 0.21 -2.11 4.50
H -1.53 -2.49 2.44
H -0.60 -3.01 -2.52
H 1.82 -4.17 -3.00
H 4.14 -3.76 -2.26
H 4.19 -3.40 -0.53
H 4.50 -2.11 -1.72
H -0.11 2.51 -1.98
H 2.28 3.78 -1.46
H 4.41 3.12 -0.36
H 4.70 1.40 -0.08
H 3.96 2.39 1.19
Br -3.28 2.13 -2.91
C -3.11 2.55 -1.10
C -3.98 3.48 -0.56
C -3.80 3.89 0.74
C -2.73 3.40 1.46
C -1.93 2.45 0.85
N -2.13 1.98 -0.39
C -0.75 1.93 1.60
O -0.10 2.69 2.28
O -0.48 0.65 1.47
H -4.77 3.89 -1.18
H -4.47 4.62 1.19
H -2.49 3.72 2.46
F -2.68 -2.47 -0.16
C -2.85 -1.09 -0.12
F -3.55 -0.74 -1.19
C -3.68 -0.83 1.15
F -3.92 0.47 1.31
F -4.84 -1.47 1.07
F -3.03 -1.26 2.24
F -2.17 -2.24 -3.32
B -1.63 -1.03 -3.71
F -1.25 -0.30 -2.34
F -2.53 -0.22 -4.33
F -0.43 -1.14 -4.36
*
```

Properties
* E_LUMO (alpha / beta): -4.55 / -4.86 eV
* gap between HOMO and LUMO (alpha / beta): 7.2 / 6.8 eV
* ΔE to the lowest compared entry with this formula, charge and spin: 3.338 eV
* HOMO energy (alpha / beta): -11.72 / -11.70 eV

4.
# C17H36FO13S3Tl

C17H36FO13S3Tl as an isolated structure (wB97M-V/def2-TZVPD, the Open Molecules 2025 dataset).

The geometry in ORCA input format:
```
! wB97M-V def2-TZVPD RIJCOSX def2/J DEFGRID3
* xyz 2 1
Tl -2.62 -2.46 -1.21
F -0.83 -0.51 -0.10
O -3.92 0.11 -0.13
C -3.47 1.21 0.15
O -3.92 1.84 1.21
C -3.75 3.22 0.90
C -2.59 3.40 0.01
C -2.71 2.13 -0.78
H -3.53 3.76 1.82
H -4.62 3.62 0.38
H -1.69 3.46 0.62
H -2.86 4.25 -0.62
H -1.73 1.67 -0.94
H -3.28 2.21 -1.70
O 3.57 2.58 -1.08
C 3.07 2.33 0.03
O 2.07 1.49 0.16
C 1.59 1.48 1.49
C 2.28 2.60 2.13
C 3.43 3.01 1.31
H 1.95 0.57 1.98
H 0.51 1.43 1.67
H 2.44 2.32 3.18
H 1.51 3.36 2.21
H 4.28 2.47 1.72
H 3.54 4.10 1.26
O -1.85 2.34 5.13
S -1.29 1.09 4.60
O 0.13 1.00 4.22
O -1.53 -0.08 5.80
C -0.95 -1.32 5.79
C -2.03 -2.38 5.83
C -2.32 0.17 3.39
H -0.40 -1.22 6.73
H -0.22 -1.39 4.98
H -2.63 -2.46 4.92
H -2.76 -2.14 6.60
H -1.81 -3.43 6.01
H -3.39 0.09 3.58
H -1.82 -0.79 3.52
H -2.03 0.54 2.40
O -1.42 1.68 -4.82
S -0.94 0.86 -3.74
O -1.91 0.11 -2.97
O 0.13 -0.32 -4.39
C 0.79 0.08 -5.61
C 2.16 0.63 -5.37
C 0.23 1.69 -2.67
H 0.08 0.58 -6.28
H 1.03 -0.81 -6.19
H 2.49 0.17 -4.44
H 2.23 1.72 -5.26
H 2.92 0.45 -6.13
H 1.16 1.94 -3.18
H 0.25 1.13 -1.73
H -0.08 2.69 -2.35
O 2.02 -2.59 -3.61
S 1.47 -2.75 -2.26
O 0.04 -2.82 -2.27
O 2.10 -4.05 -1.48
C 2.04 -5.26 -2.07
C 1.73 -6.21 -0.90
C 2.04 -1.36 -1.19
H 2.91 -5.67 -2.58
H 1.25 -5.21 -2.82
H 1.32 -7.14 -1.28
H 1.08 -5.65 -0.23
H 2.55 -6.52 -0.26
H 1.57 -1.35 -0.21
H 1.80 -0.40 -1.64
H 3.13 -1.27 -1.21
*
```

Properties
* E_LUMO: -13.45 eV
* gap between HOMO and LUMO: 2.0 eV
* ΔE to the lowest compared entry with this formula, charge and spin: 3.273 eV
* HOMO energy: -15.48 eV

5.
# C2H3NO2S

One molecule with the formula C2H3NO2S (wB97M-V/def2-TZVPD, the Open Molecules 2025 dataset).

The geometry in ORCA input format:
```
! wB97M-V def2-TZVPD RIJCOSX def2/J DEFGRID3
* xyz 0 1
C 1.14 1.75 0.14
C 0.22 1.03 -0.12
N 0.05 -1.41 -0.06
O -2.01 -0.30 -1.27
O -1.53 0.05 1.25
S -1.01 -0.13 -0.04
H 2.05 2.29 0.36
H 0.48 -1.91 0.65
H 0.62 -1.38 -0.90
*
```

Properties
* E_LUMO: 0.50 eV
* SMILES string: C#CS(N)(=O)=O
* gap between HOMO and LUMO: 11.1 eV
* ΔE to the lowest compared entry with this formula, charge and spin: 4.774 eV
* HOMO energy: -10.65 eV

6.
# C15H12Cu2F10NO19S2

C15H12Cu2F10NO19S2 as an isolated structure (wB97M-V/def2-TZVPD, the Open Molecules 2025 dataset).

The geometry in ORCA input format:
```
! wB97M-V def2-TZVPD RIJCOSX def2/J DEFGRID3
* xyz 1 3
Cu 1.78 -3.09 -0.41
Cu -0.06 0.66 -2.12
C -2.59 3.95 -3.12
F -2.71 4.30 -1.85
F -3.38 2.89 -3.31
F -2.94 4.90 -3.95
S -0.78 3.42 -3.60
O -0.94 2.27 -4.43
O -0.08 4.57 -4.09
N -0.10 2.77 -2.11
S 0.63 4.05 -1.55
O 1.88 4.24 -2.23
O -0.18 5.21 -1.28
C 1.13 3.34 0.15
F 0.11 2.69 0.69
F 2.16 2.49 -0.02
F 1.57 4.33 0.90
C 0.64 -0.84 -0.03
O 1.02 -1.60 0.92
O -0.34 -0.08 -0.08
O 1.29 -1.04 -1.14
C 0.91 -1.10 4.10
C 0.58 -0.55 5.50
O 1.85 -0.62 6.11
C 2.83 -0.66 5.18
O 3.98 -0.42 5.36
O 2.29 -0.79 3.98
F -0.30 -1.39 6.08
H 0.26 -0.78 3.28
H 0.88 -2.18 3.98
H 0.22 0.48 5.49
C -2.41 -1.89 1.82
C -2.72 -0.48 2.28
O -2.99 -0.70 3.65
C -3.34 -1.99 3.85
O -3.80 -2.42 4.86
O -3.17 -2.68 2.73
F -3.78 0.01 1.56
H -1.36 -1.99 2.05
H -2.68 -1.96 0.77
H -1.90 0.22 2.14
C -4.42 -1.52 -0.94
C -5.28 -0.77 -1.98
O -4.44 0.36 -2.26
C -3.21 0.13 -1.81
O -2.31 0.92 -1.97
O -3.10 -1.11 -1.31
F -6.42 -0.39 -1.39
H -4.52 -2.60 -0.95
H -4.74 -1.17 0.04
H -5.37 -1.35 -2.90
C 6.56 -1.16 -2.68
C 6.67 -2.60 -3.08
O 5.58 -3.17 -2.34
C 4.61 -2.21 -2.27
O 3.50 -2.38 -1.88
O 5.14 -1.02 -2.54
F 7.82 -3.08 -2.52
H 6.90 -0.52 -3.49
H 7.08 -0.96 -1.75
H 6.50 -2.98 -4.09
*
```

Properties
* E_LUMO (alpha / beta): -4.54 / -8.12 eV
* gap between HOMO and LUMO (alpha / beta): 8.6 / 5.0 eV
* HOMO energy (alpha / beta): -13.17 / -13.17 eV

7.
# C3H8F2N2

One molecule with the formula C3H8F2N2 (wB97M-V/def2-TZVPD, the Open Molecules 2025 dataset).

The geometry in ORCA input format:
```
! wB97M-V def2-TZVPD RIJCOSX def2/J DEFGRID3
* xyz 0 1
C 1.62 -0.69 -0.55
C -0.31 0.53 0.39
C 0.29 -0.80 0.08
N -0.46 1.32 -0.84
N -1.63 0.42 1.08
F 0.40 -1.57 1.16
F -0.60 -1.43 -0.71
H 1.92 -1.67 -0.84
H 2.24 -0.30 0.25
H 1.71 -0.06 -1.53
H 0.48 1.07 0.92
H -1.30 1.02 -1.25
H -0.46 2.35 -0.65
H -1.67 0.02 1.95
H -2.23 -0.22 0.54
*
```

Properties
* E_LUMO: 1.02 eV
* SMILES string: CC(F)(F)C(N)N
* gap between HOMO and LUMO: 10.7 eV
* ΔE to the lowest compared entry with this formula, charge and spin: 0.263 eV
* HOMO energy: -9.69 eV

8.
# C38H42N2O6V

C38H42N2O6V as an isolated structure (wB97M-V/def2-TZVPD, the Open Molecules 2025 dataset).

The geometry in ORCA input format:
```
! wB97M-V def2-TZVPD RIJCOSX def2/J DEFGRID3
* xyz 1 3
V -0.88 0.44 -1.94
C 0.49 -2.35 2.85
C 1.56 -1.46 2.21
C 2.87 -1.52 2.99
O 1.11 -0.11 2.12
C 0.66 0.07 0.79
C 1.61 -0.84 0.00
O 1.76 -1.93 0.88
C 1.10 -1.31 -1.40
O -0.27 -1.16 -1.46
C 1.48 -2.78 -1.62
C 0.51 -3.69 -2.01
C 0.84 -5.00 -2.29
C 2.15 -5.42 -2.16
C 3.13 -4.52 -1.78
C 2.80 -3.20 -1.51
C 1.75 -0.54 -2.56
C 1.13 -0.68 -3.80
C 1.61 -0.04 -4.93
C 2.75 0.75 -4.84
C 3.40 0.86 -3.63
C 2.92 0.22 -2.50
C 0.58 1.52 0.26
O -0.02 1.31 -0.95
C 1.93 2.20 0.07
C 2.94 2.10 1.03
C 4.15 2.73 0.82
C 4.37 3.48 -0.32
C 3.36 3.59 -1.27
C 2.15 2.95 -1.07
C -0.30 2.45 1.10
C -1.38 3.06 0.47
C -2.15 3.99 1.14
C -1.84 4.33 2.45
C -0.78 3.70 3.09
C -0.01 2.77 2.42
H 0.25 -1.97 3.84
H 0.86 -3.36 2.91
H -0.39 -2.33 2.22
H 2.73 -1.10 3.99
H 3.64 -0.95 2.47
H 3.19 -2.55 3.07
H -0.37 -0.32 0.68
H 2.58 -0.32 -0.09
H -0.52 -3.35 -2.11
H 0.08 -5.70 -2.60
H 2.42 -6.45 -2.37
H 4.16 -4.84 -1.69
H 3.57 -2.50 -1.23
H 0.28 -1.35 -3.89
H 1.11 -0.17 -5.88
H 3.14 1.24 -5.72
H 4.30 1.46 -3.55
H 3.49 0.33 -1.59
H 2.77 1.52 1.92
H 4.93 2.65 1.57
H 5.32 3.96 -0.48
H 3.52 4.17 -2.17
H 1.36 3.03 -1.82
H -1.60 2.82 -0.57
H -2.98 4.47 0.64
H -2.41 5.09 2.97
H -0.54 3.96 4.11
H 0.81 2.29 2.92
C -4.37 -1.82 1.64
C -3.21 -1.40 0.71
N -2.94 0.02 0.88
C -4.07 0.79 0.42
C -5.34 0.38 1.21
N -4.92 -0.58 2.26
C -3.89 0.04 3.14
C -2.65 0.32 2.26
H -4.04 -2.48 2.43
H -5.17 -2.32 1.09
H -3.44 -1.57 -0.35
H -2.31 -1.96 0.93
H -4.20 0.61 -0.65
H -3.84 1.85 0.56
H -6.08 -0.10 0.58
H -5.81 1.24 1.70
H -5.73 -0.83 2.83
H -3.66 -0.65 3.95
H -4.30 0.95 3.56
H -1.80 -0.29 2.59
H -2.35 1.36 2.34
O -1.59 1.21 -3.60
C -2.27 0.17 -3.58
O -2.62 -0.38 -2.52
H -2.58 -0.28 -4.55
*
```

Properties
* E_LUMO (alpha / beta): -2.78 / -2.78 eV
* gap between HOMO and LUMO (alpha / beta): 7.3 / 7.6 eV
* ΔE to the lowest compared entry with this formula, charge and spin: 1.339 eV
* HOMO energy (alpha / beta): -10.08 / -10.43 eV

Repeat the eighth record exactly.
# C38H42N2O6V

C38H42N2O6V as an isolated structure (wB97M-V/def2-TZVPD, the Open Molecules 2025 dataset).

The geometry in ORCA input format:
```
! wB97M-V def2-TZVPD RIJCOSX def2/J DEFGRID3
* xyz 1 3
V -0.88 0.44 -1.94
C 0.49 -2.35 2.85
C 1.56 -1.46 2.21
C 2.87 -1.52 2.99
O 1.11 -0.11 2.12
C 0.66 0.07 0.79
C 1.61 -0.84 0.00
O 1.76 -1.93 0.88
C 1.10 -1.31 -1.40
O -0.27 -1.16 -1.46
C 1.48 -2.78 -1.62
C 0.51 -3.69 -2.01
C 0.84 -5.00 -2.29
C 2.15 -5.42 -2.16
C 3.13 -4.52 -1.78
C 2.80 -3.20 -1.51
C 1.75 -0.54 -2.56
C 1.13 -0.68 -3.80
C 1.61 -0.04 -4.93
C 2.75 0.75 -4.84
C 3.40 0.86 -3.63
C 2.92 0.22 -2.50
C 0.58 1.52 0.26
O -0.02 1.31 -0.95
C 1.93 2.20 0.07
C 2.94 2.10 1.03
C 4.15 2.73 0.82
C 4.37 3.48 -0.32
C 3.36 3.59 -1.27
C 2.15 2.95 -1.07
C -0.30 2.45 1.10
C -1.38 3.06 0.47
C -2.15 3.99 1.14
C -1.84 4.33 2.45
C -0.78 3.70 3.09
C -0.01 2.77 2.42
H 0.25 -1.97 3.84
H 0.86 -3.36 2.91
H -0.39 -2.33 2.22
H 2.73 -1.10 3.99
H 3.64 -0.95 2.47
H 3.19 -2.55 3.07
H -0.37 -0.32 0.68
H 2.58 -0.32 -0.09
H -0.52 -3.35 -2.11
H 0.08 -5.70 -2.60
H 2.42 -6.45 -2.37
H 4.16 -4.84 -1.69
H 3.57 -2.50 -1.23
H 0.28 -1.35 -3.89
H 1.11 -0.17 -5.88
H 3.14 1.24 -5.72
H 4.30 1.46 -3.55
H 3.49 0.33 -1.59
H 2.77 1.52 1.92
H 4.93 2.65 1.57
H 5.32 3.96 -0.48
H 3.52 4.17 -2.17
H 1.36 3.03 -1.82
H -1.60 2.82 -0.57
H -2.98 4.47 0.64
H -2.41 5.09 2.97
H -0.54 3.96 4.11
H 0.81 2.29 2.92
C -4.37 -1.82 1.64
C -3.21 -1.40 0.71
N -2.94 0.02 0.88
C -4.07 0.79 0.42
C -5.34 0.38 1.21
N -4.92 -0.58 2.26
C -3.89 0.04 3.14
C -2.65 0.32 2.26
H -4.04 -2.48 2.43
H -5.17 -2.32 1.09
H -3.44 -1.57 -0.35
H -2.31 -1.96 0.93
H -4.20 0.61 -0.65
H -3.84 1.85 0.56
H -6.08 -0.10 0.58
H -5.81 1.24 1.70
H -5.73 -0.83 2.83
H -3.66 -0.65 3.95
H -4.30 0.95 3.56
H -1.80 -0.29 2.59
H -2.35 1.36 2.34
O -1.59 1.21 -3.60
C -2.27 0.17 -3.58
O -2.62 -0.38 -2.52
H -2.58 -0.28 -4.55
*
```

Properties
* E_LUMO (alpha / beta): -2.78 / -2.78 eV
* gap between HOMO and LUMO (alpha / beta): 7.3 / 7.6 eV
* ΔE to the lowest compared entry with this formula, charge and spin: 1.339 eV
* HOMO energy (alpha / beta): -10.08 / -10.43 eV